No. 1
Entry from the OMol25 dataset: C22H34ClInN6O4 as an isolated structure at a distorted geometry (the ωB97M-V functional and the def2-TZVPD basis).

Positions of all 68 atoms, in Å:
C: -0.432760 -5.073223 0.548297
N: 3.188247 0.960461 -0.122660
C: 0.518372 1.881392 -4.962540
C: 0.504560 3.267107 -5.113657
H: -5.454391 0.840773 -1.811871
N: -0.417080 1.285788 0.598795
C: 0.065430 -2.790524 -0.092260
H: 0.693538 5.163777 -4.101405
Cl: -4.019720 -0.187803 1.877986
C: -2.884826 -1.630306 -2.016554
C: 2.653338 -0.288470 -0.149354
H: 2.910990 -0.854218 -1.070603
N: -1.034836 -0.262132 5.013098
C: 3.599334 1.660526 -1.329018
H: -0.895870 -5.721180 -0.206632
In: -1.918949 -0.471239 0.720589
H: 0.536865 4.169059 -1.807306
C: 0.868095 -0.117973 -3.515718
H: 4.697631 1.681306 -1.407613
H: -3.126414 -1.462663 -3.083470
H: -1.870763 -2.090390 -2.021370
H: 0.677424 -2.104847 -0.693569
O: 1.668702 -0.663467 -2.760628
H: -2.526533 0.876424 5.911862
H: 1.319737 -5.159468 -1.648891
C: 3.565600 1.547428 1.152526
H: -2.502926 1.623160 -1.568041
C: 0.608770 2.154523 -2.538426
C: 0.584552 3.533079 -2.692949
H: -3.568442 -2.397288 -1.604549
C: -2.989237 -0.401647 -1.161329
N: 0.414684 -4.065111 -0.087108
N: 0.833130 2.553388 2.312244
C: 0.883022 2.223605 3.581606
H: 0.130989 -1.511583 6.198800
O: -0.930827 -2.374419 0.577578
H: 2.233153 -5.107388 -0.103231
C: 0.668564 1.330648 -3.674358
H: 4.598405 1.913062 1.081773
H: -1.210507 -4.575764 1.129231
H: 0.570823 1.699531 -1.547776
H: 2.159302 -3.651301 -1.156739
O: -1.069228 -0.734053 2.789583
H: 0.172767 -5.710080 1.199971
H: 3.484640 0.774980 1.925009
C: 0.167326 1.863155 1.458579
H: 0.237324 -1.795438 4.421642
H: -4.489615 1.531941 -3.164940
H: 3.180897 1.151825 -2.205601
H: 0.401116 3.708217 -6.114314
H: 3.233025 2.696139 -1.290906
C: 1.606704 -4.526231 -0.794871
H: -1.435247 0.009587 7.048658
C: -3.281896 0.841947 -1.545617
C: -4.572488 1.430650 -2.074624
H: -2.558106 0.346795 3.734589
C: 0.183384 -1.041834 5.211497
H: 0.069032 -0.746962 -3.992414
N: 0.992597 1.991401 4.731988
C: -1.596817 -0.198338 3.811599
H: 0.416325 1.189661 -5.808786
C: -1.491963 0.581127 6.114940
H: 2.913101 2.389712 1.418649
H: 1.066958 -0.395176 5.171692
H: -4.690269 2.446013 -1.665402
H: -0.870038 1.482436 6.204044
O: 1.944516 -0.775459 0.736059
C: 0.616746 4.085382 -3.975779

Forces on atoms 1 to 2 (eV/Å):
C 0.1 -0.1 0.1
N 0.1 -0.3 0.2

## Properties
* multiplicity: 1
* LUMO energy (spin up / spin down): -0.1 / -0.1 eV
* orbital gap (spin up / spin down): 6.706 / 6.707 eV
* HOMO energy (spin up / spin down): -6.78 / -6.78 eV

These are the Löwdin partial charges, in e, on atoms 1 to 6: C -0.01; N -0.18; C -0.03; C -0.08; H 0.07; N 0.10

No. 2
Entry from the OMol25 dataset: a 6-piece molecular cluster, C60H70F2N11O4S2 overall at a distorted geometry (the ωB97M-V functional and the def2-TZVPD basis).

Positions of all 149 atoms, in Å:
H: 3.304270 -7.435862 4.154778
C: -1.468840 -4.095602 3.020648
H: -1.198340 -4.440802 6.092118
H: 1.113880 -3.617982 0.267708
C: 5.915010 -1.304032 -4.653212
H: -4.632080 2.018468 0.277038
C: 1.484000 -4.366532 -0.417202
H: -3.151760 6.524458 5.225708
H: 3.964880 -3.494092 1.268938
H: 2.581430 1.268838 0.416538
H: 0.765700 -0.237572 8.395768
S: -0.426910 -0.615662 1.142498
H: -3.030860 1.370708 0.561228
H: 8.192280 -2.711882 -7.479322
H: 2.700120 -0.235412 1.442718
C: -2.688000 7.289758 -7.924922
C: 6.170560 -0.432492 -1.052572
H: -1.343240 2.667468 -3.011092
H: 0.959660 -4.453232 -4.135242
H: 2.399490 -0.886462 -0.955552
H: -5.835080 3.967238 4.336308
C: 4.168970 -4.353172 3.225368
H: -4.118940 8.081338 -12.139662
H: -1.572810 -5.166782 1.067198
H: -3.254020 -5.727902 -0.036962
H: -0.722530 5.979068 -6.277142
H: -4.584010 3.929368 9.197588
H: -4.888690 -5.226502 0.777508
C: -1.644640 -1.227232 5.117798
N: -0.757280 -1.326562 7.323828
H: -3.560860 7.569618 7.588868
C: 3.362500 -6.577292 3.502198
C: 3.461290 -0.704082 -1.031142
C: -3.942890 -4.956672 0.307668
H: -0.304510 4.318278 -4.351532
C: 6.718580 -1.505582 -5.758532
H: -1.548240 2.871178 2.137198
H: -5.144720 -3.299822 2.065788
H: 7.214130 -0.175182 -1.158202
C: -2.514290 3.738408 3.902978
H: 8.223180 -2.246992 -2.248882
H: -4.275950 2.719238 6.914038
H: -1.790010 -0.652712 4.214908
C: -2.413250 4.912078 -6.987412
N: 4.070790 -0.029472 -0.045112
C: 7.730990 -2.037602 -3.187132
C: 2.972160 -5.436772 1.399868
F: -0.179120 -1.459362 -2.438062
H: 9.332060 -2.954112 -4.346332
C: -4.214370 4.385808 8.291258
H: -2.945140 9.206998 -8.939122
H: -0.148710 -1.490972 9.269408
C: -1.085070 4.168588 -5.082772
H: -3.739580 9.534308 -11.200952
H: -4.796410 7.331858 9.510448
C: -3.757490 4.585058 5.902378
N: -3.254090 7.640058 -10.271052
H: 0.037010 -3.827902 -1.834592
C: -3.270180 6.289168 -10.431162
O: -0.205370 0.828668 1.313698
C: -3.063180 2.999188 -5.744592
N: 3.989560 -5.499652 3.971688
C: 8.783000 -2.132152 -6.770052
H: -3.472350 6.475648 10.334168
N: -3.364720 -4.330942 1.562658
C: -2.692690 5.885158 -8.123552
C: -2.026070 -4.590742 1.860378
N: 0.198480 -1.382842 0.081678
O: -1.592440 0.132668 -1.403552
H: -2.388850 7.770438 -7.005222
C: 8.496750 -2.269622 -4.335172
H: -5.070060 5.794068 10.331548
H: 4.707000 -3.582722 3.757658
C: 2.416980 -5.393152 0.005898
H: 2.473900 -7.479322 1.831988
C: -0.725740 -2.728292 7.245288
C: -4.112490 3.779728 7.036668
C: -2.997950 8.132018 -9.028742
H: -3.211600 3.050428 -0.031982
N: -1.952670 3.143088 -4.954272
H: -4.308460 -2.513222 4.190978
N: 7.963950 -1.944252 -5.585222
C: -4.363430 6.353398 9.718428
H: 9.737980 -2.604322 -6.539442
C: -1.648800 2.142068 -3.915902
H: -2.417120 8.643388 -11.974442
H: -0.404500 -4.224632 3.150708
H: -0.300750 -3.253502 8.087868
H: -5.743620 2.718078 2.099708
H: 0.897300 -6.255522 -4.399702
O: -1.753440 -1.119012 1.585238
O: -1.849860 -2.398722 -1.167052
H: -2.483250 1.472948 -3.705982
C: -4.847590 3.003148 2.630988
C: -4.924270 3.593108 3.892638
H: -3.104280 4.343388 -9.454862
H: 2.516340 -7.087302 -3.014742
C: 0.537190 -5.406742 -3.818332
C: 3.234980 0.566958 0.934558
H: 5.519050 -5.064892 5.469178
C: -1.754660 -2.612192 5.109288
H: 3.872310 1.110778 1.631818
N: -3.657850 2.704478 2.058138
C: -3.403470 5.915218 6.081208
C: -3.770450 3.964708 4.543338
C: -3.383580 8.542748 -11.480542
H: -1.585580 3.876568 4.436648
C: -2.272230 -3.301412 3.898938
H: 3.803100 -1.805892 -2.932212
C: -1.362390 5.124268 -6.114942
S: -1.066950 -1.189212 -1.078732
C: 2.220460 -6.420922 -2.218002
C: 0.817540 -4.525182 -1.568192
C: 2.767080 -6.382932 -0.925122
C: -3.629600 2.279898 0.615838
H: -4.083260 3.737288 -7.461062
N: -4.043330 5.732098 8.429998
H: 5.753180 0.649188 0.860368
H: -3.480010 5.870408 -11.404312
F: 0.513370 -1.139002 2.307778
H: -3.758100 2.233608 -5.432552
H: 4.942900 -0.858562 -4.804782
C: 2.936390 -6.578532 2.207608
H: -4.062930 -4.014142 -0.226482
C: -3.123230 5.420608 -9.379822
H: 9.045200 -1.151042 -7.165992
C: -3.623520 6.519368 7.345008
C: 4.156980 -1.280122 -2.057722
C: -3.585980 -2.996512 3.550008
H: -0.537380 -5.578132 -3.754942
H: -0.768860 1.625928 -4.299832
C: -3.278540 3.856378 -6.750682
C: -2.474570 3.092058 2.646638
N: 1.211880 -5.510962 -2.476442
H: -0.989320 0.437678 6.382118
H: 6.355300 -1.294992 -6.753562
C: 5.566570 -1.063222 -2.129582
C: 3.722130 -4.358122 1.869698
C: 4.549160 -5.548612 5.353318
C: -0.215200 -0.693852 8.528938
C: 6.459420 -1.467922 -3.327132
C: -1.196890 -3.360882 6.105338
H: 3.578120 -7.028442 -0.621942
C: -4.120950 -3.483662 2.356468
C: 5.428090 0.104008 -0.013412
C: -1.119100 -0.628222 6.266308
H: 3.816210 -5.158912 6.059738
H: -0.964600 -0.029842 8.959738
H: 4.710200 -6.558872 5.729528

Forces on atoms 1 to 2 (eV/Å):
H 0.0 -0.1 0.0
C -0.7 0.8 0.1

## Properties
* charge: +9
* multiplicity: 1
* LUMO energy: -17.5 eV
* orbital gap: 6.883 eV
* HOMO energy: -24.35 eV

These are the Löwdin partial charges, in e, on atoms 1 to 6: H 0.17; C 0.04; H 0.15; H 0.09; C 0.05; H 0.11

No. 3
Entry from the OMol25 dataset: a 5-piece molecular cluster, C30H72N5O6 overall at a distorted geometry (the ωB97M-V functional and the def2-TZVPD basis).

Positions of all 113 atoms, in Å:
H: -28.738020 -8.674890 17.725220
H: -26.585070 -3.881170 22.779670
C: -15.638790 1.441680 17.730880
H: -24.782970 -3.494960 20.063810
H: -17.995290 -7.864210 23.516980
H: -28.362270 -8.606750 16.015730
H: -27.654910 -2.652900 19.580090
H: -15.951720 0.741540 20.757540
H: -15.224480 -4.905020 14.777210
C: -26.615250 -5.580460 21.346930
C: -11.420920 1.044910 16.130110
C: -18.038910 -13.437630 11.143740
H: -25.565140 -5.422450 21.101150
O: -22.318410 -9.643150 18.916060
C: -23.147150 -15.835560 11.350410
O: -15.967910 -9.252870 24.486370
C: -15.451460 -0.539290 18.978530
H: -19.042750 -15.074600 9.396700
H: -12.975840 0.416720 18.336890
C: -15.378960 -8.149800 24.537310
H: -16.877790 -4.968350 14.764080
H: -26.241100 -5.110840 18.462430
H: -13.492580 -8.820990 25.442400
C: -25.544540 -2.873120 19.593250
H: -11.172620 1.626230 17.018100
H: -20.045280 -13.686930 9.773380
C: -16.070580 -4.552900 15.367320
H: -23.478770 -15.416550 13.804810
H: -16.011290 -6.174700 24.346520
H: -29.311730 -3.958610 19.892980
H: -15.409650 -2.582730 17.353810
H: -13.356250 0.623110 15.244520
C: -28.832490 -4.526270 20.690600
H: -21.326880 -15.823370 9.603750
C: -19.671170 -14.631160 10.169070
H: -20.973080 -13.347590 11.751620
H: -17.239450 -2.718770 15.822280
O: -21.259070 -8.349210 17.673600
C: -15.630310 -0.773050 16.370980
N: -14.990020 0.016640 17.537210
H: -27.075080 -2.629840 21.208330
H: -16.513350 -0.784770 18.993110
C: -17.314230 -7.185470 23.003600
O: -27.498980 -7.148930 17.298840
C: -26.679870 -4.964590 22.706810
H: -29.236890 -5.519790 20.884220
H: -22.295420 -13.124740 9.483510
C: -20.785310 -15.630110 10.529740
H: -25.549810 -3.107960 18.528860
H: -23.191640 -16.832530 11.788780
C: -15.176460 0.678240 19.993950
H: -15.370520 -0.405020 15.378420
C: -15.210810 1.901250 19.104010
N: -15.920880 -6.958510 23.715980
C: -16.269090 -2.988490 15.405450
C: -22.779360 -12.930280 10.440640
H: -28.021680 -4.811420 18.163300
C: -15.250300 -2.291800 16.315500
H: -27.285640 -7.379740 19.360490
H: -28.780530 -4.150380 21.712410
N: -21.841150 -15.056710 11.661060
H: -27.569890 -5.306910 23.234810
H: -17.455780 -13.125070 12.009970
C: -13.448800 0.159260 17.389190
H: -27.062830 -6.574270 21.357370
C: -21.390390 -15.512260 13.047120
H: -26.007100 -5.424560 23.430640
H: -28.770550 -6.761050 18.992410
N: -27.370860 -4.679940 20.294110
H: -22.512520 -13.128330 12.573250
H: -14.205450 -2.594920 16.248380
C: -14.043070 -7.907380 25.217970
H: -17.846640 -6.240840 22.892620
H: -25.254860 -1.837220 19.769610
H: -15.912040 2.613690 19.538530
H: -15.172360 -6.690990 23.092890
H: -13.177430 -0.895790 17.425530
H: -23.314990 -15.767900 10.275540
C: -22.458250 -15.238170 14.143650
H: -14.333720 0.497150 20.661100
H: -15.008930 -1.531150 19.070570
O: -20.941080 -10.429820 17.589220
H: -16.940430 -7.562040 22.051460
H: -23.887740 -15.245850 11.890660
H: -10.767700 0.184340 15.985800
O: -19.032450 -14.431700 11.362580
H: -14.253180 2.377390 18.893440
H: -23.863490 -13.042020 10.423990
H: -15.354030 2.164630 16.966450
H: -11.257400 1.842800 15.405740
H: -16.252140 -2.563240 14.401970
H: -13.408670 -7.255090 24.617850
C: -22.043960 -13.537060 11.678000
H: -27.123980 -9.146560 17.043460
H: -22.371260 -14.212160 14.501190
C: -27.731990 -6.655820 18.678710
H: -20.367280 -15.177590 13.218430
H: -16.728440 1.430100 17.756170
C: -27.263570 -5.245160 18.815410
H: -13.397820 1.905460 16.307110
N: -21.529120 -9.447810 18.012820
C: -27.950360 -8.436560 17.010450
H: -22.764750 -11.851780 10.597910
H: -21.367400 -16.599720 12.976480
C: -26.944910 -3.135670 20.251620
C: -12.945820 0.918340 16.210170
H: -17.377240 -13.405780 10.278130
H: -14.283010 -7.447530 26.176650
H: -22.387390 -15.913220 14.996520
H: -20.632650 -16.685430 10.755750
H: -16.674320 -0.567250 16.607180
H: -18.520790 -12.473070 10.983990
H: -15.923120 -5.123230 16.284430

Forces on atoms 1 to 2 (eV/Å):
H 0.0 -0.6 0.0
H 0.1 -0.2 -0.1

## Properties
* charge: +3
* multiplicity: 1
* LUMO energy: -6.1 eV
* orbital gap: 3.848 eV
* HOMO energy: -9.94 eV

These are the Löwdin partial charges, in e, on atoms 1 to 6: H 0.09; H 0.08; C -0.10; H 0.07; H 0.11; H 0.09

No. 4
Entry from the OMol25 dataset: a 2-piece molecular cluster, C6H7PS overall at a distorted geometry (the ωB97M-V functional and the def2-TZVPD basis).

Positions of all 15 atoms, in Å:
C: 0.208341 0.509360 0.425206
H: -0.769327 -0.878407 3.352072
H: 0.228336 -1.372364 -0.554884
H: 0.963372 -0.311832 2.895140
C: 0.115170 -0.312772 -0.631869
H: -0.922717 -2.913363 2.615343
H: -0.120153 -0.325249 -2.920706
P: 0.051829 2.194009 0.524238
S: 0.267210 -2.446068 1.994697
C: 0.138821 -0.972031 2.810812
H: -0.022164 1.769165 -3.248271
C: 0.330104 2.500292 -1.174991
H: 0.452189 3.514006 -1.554515
C: 0.225139 1.514565 -2.131004
C: 0.064646 0.212687 -1.969802

Forces on atoms 1 to 2 (eV/Å):
C -0.9 -0.2 0.7
H -0.3 0.7 0.4

## Properties
* multiplicity: 1
* energy relative to the best compared isomer or geometry (same formula, charge and spin): 110.24 kcal per mole
* LUMO energy (spin up / spin down): 0.2 / -0.3 eV
* orbital gap (spin up / spin down): 8.514 / 7.175 eV
* HOMO energy (spin up / spin down): -8.30 / -7.43 eV

These are the Löwdin partial charges, in e, on atoms 1 to 6: C -0.37; H -0.01; H 0.04; H -0.02; C -0.21; H -0.07

> Which value of multiplicity does entry 3 give?

1

> multiplicity of number 2 (C60H70F2N11O4S2)?

1

> What is the formula in the fourth record?

C6H7PS